Record 1
{"formula": "C29H44ClN5O2S2Tc", "method": "ωB97M-V with the def2-TZVPD basis set", "symbols": ["Tc", "Cl", "C", "C", "N", "H", "N", "H", "C", "C", "C", "H", "H", "H", "H", "H", "H", "C", "H", "H", "H", "C", "C", "H", "H", "C", "H", "C", "H", "H", "H", "H", "H", "C", "H", "C", "N", "H", "N", "H", "C", "C", "C", "H", "H", "H", "H", "H", "H", "C", "H", "H", "H", "C", "C", "H", "H", "C", "H", "C", "H", "H", "H", "H", "H", "C", "H", "C", "O", "S", "O", "N", "C", "S", "C", "C", "C", "C", "C", "C", "H", "H", "H", "H"], "xyz": [[0.00885, 1.23092, -0.47575], [-2.22531, 1.13073, -0.01395], [1.65511, -2.60601, -0.48415], [0.42151, -0.75632, -0.74996], [0.83234, -1.71830, 0.14436], [2.31150, -2.69524, -2.57437], [1.00216, -1.10888, -1.94170], [2.12335, -3.43457, 0.01422], [0.29928, -1.86329, 1.50614], [0.97231, -3.04715, 2.18751], [0.57478, -0.61153, 2.31558], [2.05469, -2.88883, 2.29449], [0.54519, -3.14249, 3.19552], [0.77832, -3.98943, 1.65769], [-1.57961, -2.29959, 2.43545], [-1.38883, -3.01748, 0.81816], [0.04997, 0.28121, 1.93819], [-1.20040, -2.12142, 1.42070], [1.65204, -0.41774, 2.36525], [0.19921, -0.78846, 3.33313], [-1.72554, -1.26366, 0.98869], [1.76149, -2.22987, -1.77865], [1.36422, 0.92924, -3.28381], [2.44927, 0.84138, -3.14939], [1.15563, 1.33844, -4.28569], [0.69476, -0.43238, -3.21017], [-1.06636, 0.19936, -4.25567], [1.23101, -1.26580, -4.36151], [0.80115, -2.27108, -4.37722], [0.99093, 1.68983, -2.55992], [-1.29431, 0.24607, -2.49680], [2.32431, -1.32982, -4.34593], [0.94888, -0.77225, -5.29782], [-0.81514, -0.31078, -3.31761], [-1.25241, -1.31457, -3.32745], [-5.21429, 4.34261, 0.45400], [-4.02466, 3.81824, 0.92391], [-5.80690, 4.77931, -1.60905], [-3.83866, 3.95955, -1.19764], [-6.04438, 4.61845, 1.08137], [-3.87250, 3.53221, 2.36569], [-4.47719, 4.68557, 3.15588], [-4.63650, 2.24910, 2.68204], [-5.56758, 4.72279, 3.06301], [-4.24957, 4.55008, 4.22001], [-4.05660, 5.64821, 2.84531], [-2.31475, 3.26335, 3.78714], [-1.84664, 4.27902, 2.40606], [-4.36327, 1.45176, 1.98218], [-2.40741, 3.38845, 2.69957], [-5.71779, 2.42129, 2.63337], [-4.38808, 1.91962, 3.69802], [-1.97483, 2.51198, 2.20958], [-5.09763, 4.43142, -0.88034], [-4.23605, 2.78504, -3.27281], [-5.29649, 3.06185, -3.33446], [-3.87174, 2.62026, -4.29372], [-3.42741, 3.89742, -2.61004], [-1.63681, 3.63386, -3.73980], [-3.76900, 5.22127, -3.28020], [-3.28929, 6.05914, -2.76449], [-4.14647, 1.84527, -2.71394], [-1.67559, 2.68705, -2.23224], [-4.84672, 5.40149, -3.32786], [-3.39554, 5.20568, -4.31033], [-1.94009, 3.65138, -2.68292], [-1.38691, 4.44418, -2.16888], [-3.18954, 3.51859, -0.09855], [4.04518, 0.64107, -1.46651], [3.61855, 0.63433, -0.08684], [3.59775, -0.59840, 0.66724], [2.03773, 1.44276, 0.01802], [2.08265, 2.59548, 0.69994], [0.50176, 3.25275, 0.69959], [3.36486, 2.87972, 1.27787], [3.70379, 3.84090, 2.24333], [4.98659, 3.82757, 2.78542], [5.91716, 2.84487, 2.40680], [5.57685, 1.86136, 1.46780], [4.31106, 1.90401, 0.90047], [2.93420, 4.55876, 2.52663], [5.27121, 4.58537, 3.51877], [6.91401, 2.83217, 2.85344], [6.26942, 1.07191, 1.17149]], "mulliken_spin": [2.054, 0.021, -0.005, -0.125, -0.005, -0.001, 0.026, -0.002, -0.011, 0.003, 0.041, 0.000, -0.001, -0.001, -0.001, -0.001, -0.012, 0.002, -0.005, 0.006, 0.007, 0.004, 0.065, 0.010, -0.002, 0.021, -0.002, 0.004, 0.002, -0.015, 0.012, 0.003, -0.005, -0.004, -0.002, -0.002, 0.002, 0.000, 0.002, 0.000, -0.001, 0.000, 0.001, 0.000, 0.000, 0.000, -0.003, 0.002, 0.000, 0.011, 0.000, -0.001, -0.008, 0.002, -0.001, 0.000, 0.000, -0.011, -0.009, 0.001, 0.000, 0.003, -0.018, 0.000, 0.001, 0.057, 0.008, 0.000, 0.009, 0.063, 0.020, 0.064, 0.102, 0.137, 0.146, -0.011, 0.045, 0.184, -0.090, 0.160, 0.020, 0.011, 0.027, -0.003], "multiplicity": 4, "charge": -2, "e_tot_ha": -2892.9657, "gap_ev": [2.8, 3.1]}


Record 2
{"formula": "C4H13N2O2", "method": "ωB97M-V with the def2-TZVPD basis set", "symbols": ["C", "C", "C", "O", "N", "C", "N", "H", "H", "H", "H", "H", "H", "H", "H", "H", "H", "H", "H", "H", "O"], "xyz": [[-1.80181, -0.34127, 0.21241], [-1.21058, 0.60710, 1.26160], [-0.12475, -0.04982, 2.13344], [0.98551, -0.48413, 1.49745], [-0.80417, -0.86806, -0.72305], [-0.76017, -0.20094, -2.03179], [0.46315, 0.62288, -2.25732], [-2.26325, -1.20705, 0.71569], [-2.63902, 0.14591, -0.30041], [-0.63001, 1.35115, 0.68872], [-2.05446, 1.06422, 1.76152], [0.06508, 0.74220, 2.90441], [-0.61294, -0.88455, 2.71187], [0.10979, -0.86142, -0.27823], [-0.74899, -1.03074, -2.74639], [-1.60427, 0.46811, -2.15860], [1.18650, 0.42999, -1.57643], [0.18559, 1.58609, -2.25224], [1.86000, 0.29144, 0.57066], [2.95950, -0.50462, -0.15234], [2.68980, 0.43535, -0.05665]], "mulliken_charge": [-0.765, -0.555, -0.469, -0.893, -0.402, -0.450, -0.638, 0.324, 0.343, 0.207, 0.435, 0.219, 0.304, 0.326, 0.245, 0.361, 0.323, 0.235, 0.407, 0.282, -0.837], "charge": -1, "e_tot_ha": -420.1936, "gap_ev": 7.7, "de_lowest_kcal_mol": 15.8}


Record 3
{"formula": "C4H5NO", "method": "ωB97M-V with the def2-TZVPD basis set", "symbols": ["O", "C", "C", "C", "C", "N", "H", "H", "H", "H", "H"], "xyz": [[-1.31058, -0.57970, -1.57133], [-0.49791, -0.12245, -0.59532], [-0.75714, 0.33288, 0.66834], [0.49432, 0.50138, 1.40256], [1.45998, 0.22966, 0.42446], [0.84732, -0.13908, -0.75438], [-2.20024, -0.35523, -1.27937], [-1.69957, 0.63379, 1.10052], [-0.17235, -0.42375, 1.80037], [2.53909, 0.37525, 0.40826], [1.29708, -0.45276, -1.60409]], "mulliken_charge": [-0.505, 0.166, -0.281, -0.700, -0.237, -0.005, 0.323, 0.456, 0.185, 0.382, 0.217], "smiles": "Oc1ccc[nH]1", "e_tot_ha": -285.2805, "gap_ev": 8.4, "de_lowest_kcal_mol": 84.1}


Record 4
{"formula": "C5H9IS2", "method": "ωB97M-V with the def2-TZVPD basis set", "symbols": ["C", "C", "C", "C", "C", "S", "S", "I", "H", "H", "H", "H", "H", "H", "H", "H", "H"], "xyz": [[1.04518, -0.90637, 1.02625], [0.81582, 0.28674, 1.78093], [-0.86982, -0.76629, -0.84882], [-1.08792, 1.47802, 0.24842], [0.02629, -0.40502, -1.89744], [-0.50110, -1.71143, 0.44554], [0.39726, 1.87266, 0.84944], [-1.59910, 2.62109, -1.55685], [1.84610, -0.98317, 0.28502], [1.28486, -1.62902, 1.84756], [-0.08174, 0.11697, 2.41636], [1.73363, 0.46397, 2.39423], [-1.94382, -0.73473, -1.11726], [-1.99591, 1.09733, 0.60100], [1.11016, -0.79089, -1.75127], [0.13565, 0.70056, -1.85207], [-0.31553, -0.71044, -2.87102]], "mulliken_charge": [-0.629, -0.569, -0.137, -0.900, -0.715, -0.118, -0.037, 0.037, 0.370, 0.314, 0.344, 0.345, 0.398, 0.672, 0.230, 0.098, 0.295], "e_tot_ha": -1289.8358, "gap_ev": [7.3, 7.0], "de_lowest_kcal_mol": 25.9}


Record 5
{"formula": "C2H2N3S2", "method": "ωB97M-V with the def2-TZVPD basis set", "symbols": ["C", "C", "N", "N", "N", "S", "S", "H", "H"], "xyz": [[-1.99297, 0.40438, -1.12184], [-1.78619, 1.16874, -0.19138], [-1.17100, 2.30302, 1.74821], [2.54363, -2.43915, 0.00444], [-1.36635, 1.67002, 0.87165], [1.76903, 0.32054, 0.63484], [3.02328, -1.15782, 0.65560], [-2.55148, 0.17734, -2.09253], [1.53203, -2.44708, -0.50898]], "mulliken_charge": [-0.234, 0.431, -0.159, -0.358, 0.578, -0.312, 0.399, 0.366, 0.289], "charge": 1, "e_tot_ha": -1037.5572, "gap_ev": 5.4, "de_lowest_kcal_mol": 73.9}


Record 6
{"formula": "CHO2Zn", "method": "ωB97M-V with the def2-TZVPD basis set", "symbols": ["O", "C", "O", "Zn", "H"], "xyz": [[-1.58428, -0.01702, -0.06400], [-0.61401, 0.73516, 0.02730], [0.42983, -0.04184, 0.06971], [2.34408, 0.31799, -0.00610], [-0.57562, -0.99429, -0.02691]], "mulliken_spin": [-0.015, 0.864, 0.043, 0.009, 0.100], "multiplicity": 2, "charge": 2, "e_tot_ha": -1967.4982, "gap_ev": [7.6, 8.3], "de_lowest_kcal_mol": 29.2}